46
Properties=species:S:1:pos:R:3:forces:R:3 method="wB97M-V/def2-TZVPD" de_lowest_ev=0.670 max_force_ev_per_a=1.48 homo_energy_ev=-7.91 lumo_ev=-0.660 homo_lumo_gap_ev=7.2
Pd -0.1624 -0.0841 0.1295 -1.0 0.6 -0.4
Cl 5.1825 4.5016 -0.6464 0.0 0.0 0.0
C 3.6554 3.7492 -0.3864 0.0 0.0 0.0
C 3.5287 2.3709 -0.4628 0.0 0.0 0.0
Cl 4.8916 1.3792 -0.8128 0.0 0.0 0.0
C 2.2856 1.7908 -0.2552 0.1 -0.2 0.0
Cl 2.1363 0.0320 -0.3364 0.2 0.2 0.1
C 1.1163 2.5108 0.0322 -0.1 0.0 0.0
O -0.0362 1.9657 0.2192 0.1 0.4 -0.1
C 1.2894 3.9175 0.1161 0.0 0.0 0.0
Cl -0.1097 4.8480 0.4897 0.0 0.0 0.0
C 2.5189 4.5144 -0.0913 0.0 0.1 0.0
Cl 2.6637 6.2271 0.0149 0.0 0.0 0.0
C -1.6231 0.5830 4.8479 0.0 -0.1 0.1
C -1.7390 -0.7711 4.5561 0.0 0.1 0.0
C -2.0445 -1.1807 3.2696 -0.1 -0.1 -0.2
C -2.2197 -0.2392 2.2532 -0.6 0.0 0.4
C -2.1012 1.1167 2.5553 0.0 0.1 0.0
C -1.8076 1.5253 3.8495 0.0 0.0 -0.1
P -2.4959 -0.6889 0.5141 1.4 -0.1 0.5
C -4.2656 -0.7931 0.1936 0.0 0.2 -0.1
C -4.7080 -1.2724 -1.0383 0.0 0.0 0.0
C -6.0657 -1.3875 -1.2844 0.0 0.0 0.0
C -6.9855 -1.0113 -0.3132 0.0 0.0 0.0
C -6.5452 -0.5234 0.9072 0.0 0.0 0.0
C -5.1854 -0.4109 1.1646 0.0 0.0 0.0
C -1.7482 -2.3132 0.3644 -0.1 -0.1 -0.1
C -2.1972 -3.6242 0.4010 -0.1 0.0 0.1
C -1.2551 -4.6414 0.3158 -0.1 0.0 0.0
C 0.0953 -4.3341 0.1901 0.1 0.0 0.0
C 0.5361 -3.0149 0.1192 -0.2 -0.1 0.0
C -0.4001 -1.9889 0.2034 0.3 -0.9 -0.1
H -1.3782 0.8982 5.8542 0.0 0.0 0.0
H -1.5873 -1.5089 5.3334 0.0 0.0 0.0
H -2.1231 -2.2370 3.0421 0.0 0.0 0.0
H -2.1901 1.8618 1.7728 0.0 0.0 0.0
H -1.7018 2.5807 4.0639 0.0 0.0 0.0
H -3.9964 -1.5623 -1.8025 0.0 0.0 0.0
H -6.4054 -1.7662 -2.2395 0.0 0.0 0.0
H -8.0457 -1.0975 -0.5119 0.0 0.0 0.0
H -7.2576 -0.2275 1.6660 0.0 0.0 0.0
H -4.8439 -0.0338 2.1202 0.0 0.0 0.0
H -3.2527 -3.8530 0.4954 0.0 0.0 0.0
H -1.5737 -5.6750 0.3500 0.0 0.0 0.0
H 0.8195 -5.1381 0.1377 0.0 0.0 0.0
H 1.5925 -2.8094 -0.0024 0.0 0.0 0.0


57
Properties=species:S:1:pos:R:3:forces:R:3 method="wB97M-V/def2-TZVPD" de_lowest_ev=1.793 max_force_ev_per_a=3.83 homo_energy_ev=-7.92 lumo_ev=-3.283 homo_lumo_gap_ev=4.6
C -4.5411 2.5331 -3.3232 -0.5 0.4 -0.4
C -3.6257 1.6134 -2.5915 0.4 -0.6 0.7
C -3.8294 0.2848 -2.2869 0.8 0.6 0.5
C -2.8257 -0.2469 -1.3726 0.9 1.2 -1.0
C -1.7265 0.5710 -1.2175 -1.8 1.2 -0.4
B -0.8984 1.5204 1.0025 -1.5 -1.1 0.3
C 0.3589 1.9779 0.2678 0.5 0.5 -0.2
C 0.5187 3.3501 0.0770 0.2 -0.2 0.0
C 1.6603 3.8311 -0.5485 0.3 0.4 0.0
C 1.8662 5.3192 -0.6670 -0.1 0.7 -0.1
F 2.5376 5.6517 -1.8134 -0.6 -0.2 1.1
F 0.6681 5.9855 -0.6787 1.2 -0.4 0.0
F 2.5918 5.8190 0.3903 -0.6 -0.4 -1.1
C 2.6457 2.9703 -1.0217 -0.4 -0.1 0.1
C 2.4536 1.6056 -0.8406 0.3 -0.2 0.1
C 3.4078 0.5974 -1.4074 0.4 -0.6 -0.2
F 3.8450 -0.2872 -0.4501 -0.3 0.7 -0.9
F 2.7670 -0.1585 -2.3667 0.8 0.5 0.7
F 4.5067 1.1547 -1.9797 -0.9 -0.5 0.4
C 1.3558 1.1073 -0.1560 0.0 0.3 -0.1
O -2.0381 2.2916 1.1962 0.3 0.2 1.1
C -2.5198 1.9281 2.5190 0.3 0.2 -0.1
C -1.9597 0.5254 2.7516 0.3 -0.7 -0.2
O -0.9612 0.3260 1.7142 0.0 0.7 0.9
S -2.1361 2.2517 -1.8650 -0.4 -2.5 0.0
H -5.0941 2.0176 -4.1212 0.3 0.0 0.2
H -5.3071 2.9301 -2.6354 0.3 -0.1 -0.2
H -4.0281 3.4009 -3.7706 -0.1 -0.4 0.2
H -4.6211 -0.3526 -2.6873 0.1 0.5 0.2
H -2.9060 -1.2299 -0.9372 0.0 -0.3 -0.1
H -0.2449 4.0196 0.4660 0.2 0.0 -0.2
H 3.5401 3.3439 -1.5043 -0.1 0.0 -0.1
H 1.2662 0.0343 0.0279 0.1 0.5 -0.2
H -2.0832 2.6407 3.2458 -0.4 -0.2 -0.3
H -3.6178 1.9315 2.5949 0.4 0.3 -0.3
H -1.4287 0.4321 3.7064 -0.4 0.0 -0.1
H -2.7357 -0.2492 2.6704 0.3 0.1 0.0
O 2.4267 -6.0677 -1.9139 -0.5 0.9 1.9
C 2.1648 -5.5711 -0.9050 0.4 -0.6 -2.2
Co 1.7387 -4.8989 0.6645 0.1 -0.5 -1.0
C 0.0700 -5.4653 1.0020 -2.5 -0.9 -0.3
O -0.9826 -5.9096 1.1034 1.4 0.6 0.1
C 2.7045 -6.2383 1.2615 2.2 -2.2 2.3
O 3.3037 -7.1334 1.6877 -1.4 1.8 -1.1
C 1.5776 -3.1846 -0.2298 1.1 0.3 -3.2
C 0.5387 -2.2986 -0.0610 0.9 -0.8 0.2
C -0.3683 -1.4299 -0.5935 -1.1 0.6 -1.2
Co 1.2988 -2.6690 1.5036 -0.8 1.0 3.3
C -0.2062 -2.6431 2.3596 -2.4 0.8 1.9
O -1.1505 -2.5829 3.0188 1.3 -0.3 -1.2
C 2.0754 -1.2543 2.2852 3.0 0.5 1.4
O 2.7759 -0.5086 2.8172 -1.9 -0.9 -1.1
C 1.9434 -4.0583 2.5419 1.7 0.1 1.5
O 2.3385 -4.4104 3.5841 -0.9 0.3 -1.5
H 2.3530 -2.9220 -0.9807 -0.5 -0.4 0.1
H -1.1958 -1.1656 0.0768 0.0 -0.2 -0.8
H -0.2674 -1.0301 -1.6097 -0.4 -0.8 0.4


50
Properties=species:S:1:pos:R:3:forces:R:3 method="wB97M-V/def2-TZVPD" max_force_ev_per_a=0.72 homo_energy_ev=-4.74 lumo_ev=2.542 homo_lumo_gap_ev=7.3 total_charge=-1
Pt -0.0409 0.4009 0.4794 0.1 0.2 0.7
O 2.8288 3.2782 0.7839 -0.2 0.1 0.0
C 2.1150 2.2882 0.6399 0.4 -0.3 0.0
N 0.7926 2.1884 0.5007 -0.4 0.0 -0.2
C -0.1751 3.2186 0.4408 0.2 -0.2 0.1
C 0.1204 4.5717 0.4758 -0.1 0.2 -0.1
C -0.9097 5.5058 0.3794 0.1 -0.1 0.0
C -2.2228 5.0897 0.2519 -0.1 -0.1 0.0
C -2.5369 3.7321 0.2350 0.0 0.2 0.0
C -1.5238 2.7923 0.3429 -0.1 -0.2 0.0
N -1.7334 1.3956 0.3891 0.2 0.2 0.0
C -2.8765 0.7175 0.2719 -0.1 -0.4 0.0
O -4.0224 1.1209 0.0954 0.1 0.1 0.0
C -2.6300 -0.7879 0.4384 0.1 0.3 0.1
C -3.6872 -1.6661 0.3659 0.1 -0.2 0.0
C -3.4466 -3.0172 0.5897 -0.1 0.1 0.0
C -2.1650 -3.4313 0.8967 0.1 0.1 0.1
C -1.1434 -2.4909 0.9385 -0.1 -0.1 0.1
N -1.3689 -1.2032 0.7043 -0.1 0.3 -0.5
C 2.7633 0.9012 0.5361 -0.2 0.2 0.1
C 4.1322 0.7738 0.4503 0.0 -0.1 0.0
C 4.6665 -0.4865 0.2129 0.0 0.0 0.0
C 3.8136 -1.5627 0.0436 -0.1 0.0 0.0
C 2.4432 -1.3688 0.1560 0.1 0.1 0.1
N 1.9434 -0.1664 0.4390 -0.1 0.0 -0.2
H 1.1520 4.8761 0.5685 0.0 0.0 0.0
H -0.6716 6.5620 0.4055 0.0 0.0 0.0
H -3.0192 5.8183 0.1616 0.0 0.0 0.0
H -3.5561 3.3885 0.1424 0.0 0.0 0.0
H -4.6636 -1.2671 0.1305 0.0 0.0 0.0
H -4.2535 -3.7347 0.5140 0.0 0.0 0.0
H -1.9299 -4.4720 1.0678 0.0 0.0 0.0
H -0.1214 -2.7732 1.1395 0.0 0.0 0.0
H 4.7316 1.6679 0.5449 0.0 0.0 0.0
H 5.7384 -0.6167 0.1296 0.0 0.0 0.0
H 4.1832 -2.5491 -0.1984 0.0 0.0 0.0
H 1.7291 -2.1600 -0.0441 0.1 0.0 0.0
Br -4.8573 -0.9335 -4.0594 0.0 0.0 0.0
C -3.6435 -2.1652 -3.2794 0.0 0.0 0.0
C -4.0612 -3.4655 -3.0489 0.0 0.0 0.0
N -3.2670 -4.3851 -2.5053 0.0 0.0 0.0
C -2.0287 -4.0079 -2.1835 0.0 -0.1 -0.1
C -1.5293 -2.7246 -2.3689 0.0 0.0 -0.2
C -2.3646 -1.7736 -2.9338 0.0 0.0 0.1
C -0.1290 -2.3459 -1.8882 0.0 0.1 0.6
O 0.5340 -3.2781 -1.3645 0.0 0.0 -0.2
O 0.1591 -1.1349 -1.9427 0.1 -0.3 -0.4
H -5.0683 -3.7696 -3.3112 0.0 0.0 0.0
H -1.3797 -4.7519 -1.7389 0.0 0.0 0.0
H -2.0023 -0.7616 -3.0621 0.0 0.0 0.0


56
Properties=species:S:1:pos:R:3:forces:R:3 method="wB97M-V/def2-TZVPD" de_lowest_ev=0.002 max_force_ev_per_a=0.56 homo_energy_ev=-5.77 lumo_ev=2.287 homo_lumo_gap_ev=8.1 total_charge=-1
Mg -1.2843 -1.0468 1.8581 0.2 -0.3 0.4
Cl 0.1740 -1.6199 4.7472 0.1 -0.1 0.0
C -0.5201 -0.0181 4.7445 0.0 0.0 -0.1
C -1.2095 0.3764 3.6071 -0.1 -0.1 -0.2
C -1.7344 1.6601 3.6575 0.0 -0.1 -0.1
Cl -2.5843 2.2522 2.2446 0.0 0.0 0.0
C -1.6041 2.5096 4.7532 0.1 -0.1 0.0
Cl -2.2793 4.0984 4.7462 0.0 0.1 0.0
C -0.9045 2.0596 5.8713 0.0 0.0 -0.1
Cl -0.7164 3.0876 7.2452 0.0 0.0 0.1
C -0.3532 0.7800 5.8718 0.0 0.1 0.0
Cl 0.5215 0.2252 7.2531 0.0 0.0 0.1
C 0.9364 1.5912 0.8707 0.0 0.0 0.0
C 1.4723 0.2078 0.9209 0.0 -0.1 0.0
N 0.8206 -0.8373 1.3633 -0.1 0.1 0.1
C 1.6311 -1.9352 1.1933 0.0 0.0 -0.1
C 2.8019 -1.5410 0.6376 0.0 -0.1 0.0
N 2.7019 -0.1689 0.4726 0.0 0.1 0.1
C 3.6604 0.6569 -0.2051 0.0 -0.1 -0.1
N 3.4798 0.6840 -1.6383 0.1 0.1 0.0
N 3.9405 -0.3547 -2.3712 0.0 0.0 0.1
N 3.6324 -0.1872 -3.5962 0.0 -0.1 -0.1
C 2.9340 0.9937 -3.7119 0.0 0.1 0.2
C 2.3725 1.6138 -4.8313 0.0 0.0 0.0
C 1.7327 2.8126 -4.6305 0.0 0.0 -0.1
C 1.6521 3.3964 -3.3497 0.0 0.0 0.0
C 2.1967 2.7988 -2.2384 0.0 0.0 0.0
C 2.8351 1.5727 -2.4446 0.0 -0.1 -0.1
H 0.0241 1.6347 1.4611 0.0 0.0 0.0
H 0.6787 1.8535 -0.1562 0.0 0.0 0.0
H 1.6439 2.3191 1.2774 0.0 0.0 0.0
H 1.2682 -2.9127 1.4619 0.0 0.0 0.0
H 3.6726 -2.0822 0.3118 0.0 0.0 0.0
H 4.6570 0.2618 -0.0194 0.0 0.0 0.0
H 3.6022 1.6758 0.1717 0.0 0.0 0.0
H 2.4389 1.1506 -5.8062 0.0 0.0 0.0
H 1.2727 3.3254 -5.4648 0.0 0.0 0.0
H 1.1348 4.3407 -3.2389 0.0 0.0 0.0
H 2.1167 3.2517 -1.2601 0.0 0.0 0.0
O -4.3717 0.2533 -0.3993 0.0 0.1 0.0
S -3.4037 -0.6937 0.0741 -0.1 -0.1 0.0
O -3.4607 -1.0252 1.4903 -0.1 0.0 0.1
N -1.8501 -0.3029 -0.1981 0.0 0.2 -0.2
C -1.3468 -0.9804 -1.2511 0.1 0.0 -0.1
S 0.0967 -0.6963 -2.0019 0.0 0.0 0.1
C -2.2477 -2.0918 -1.6932 -0.1 -0.1 0.0
C -2.0048 -3.0622 -2.6521 0.0 0.1 0.0
C -2.9685 -4.0373 -2.8576 0.0 0.0 0.0
C -4.1572 -4.0422 -2.1303 0.0 0.0 0.0
C -4.4101 -3.0635 -1.1800 0.0 0.0 0.0
C -3.4315 -2.1118 -0.9807 0.1 0.1 0.0
H -1.0737 -3.0466 -3.2023 0.0 0.0 0.0
H -2.7947 -4.8146 -3.5912 0.0 0.0 0.0
H -4.8874 -4.8214 -2.3079 0.0 0.0 0.0
H -5.3281 -3.0512 -0.6079 0.0 0.0 0.0
F -1.1759 -2.8986 1.7100 0.0 0.3 0.0